1.
A 2-piece molecular cluster, C3H4Cl3O4P overall at a distorted geometry. Source: the Open Molecules 2025 dataset; level of theory: ωB97M-V/def2-TZVPD.

* HOMO energy: -2.19 eV
* total charge: -2

Geometry (Å):
C1 -0.56931 -1.47693 -1.11981
C2 0.12342 -0.48844 -0.24130
C3 -0.43873 0.86385 -0.36601
O1 -2.26151 2.34945 1.10029
O2 -1.04497 0.39342 2.12282
O3 -2.95169 -0.05742 0.38982
O4 1.06343 -0.71612 0.52701
P1 -1.89710 0.90486 0.85509
Cl1 -1.24908 1.21755 -2.05787
Cl2 10.81380 -0.87590 0.88672
Cl3 0.82147 2.05240 -0.04137
H1 -1.55320 -1.26791 -1.22231
H2 -0.42951 -2.50391 -0.74699
H3 -0.20614 -1.25717 -2.20449
H4 -0.22088 0.86228 2.11840

2.
C11H10N2O4V as an isolated structure at a distorted geometry. Source: the Open Molecules 2025 dataset; level of theory: ωB97M-V/def2-TZVPD.

* multiplicity: 3
* ⟨S²⟩: 2.026
* HOMO energy (spin up / spin down): -18.99 / -19.11 eV
* total charge: +3
* relative energy (zero: lowest compared OMol25 entry of this formula, charge and spin): 11.0 kcal per mole

Geometry (Å):
V1 0.67744 0.61256 0.43281
O1 -1.41903 0.41756 2.51453
C1 -0.56542 0.55089 1.73938
C2 1.41245 0.13842 -1.43887
O2 1.90838 -0.10352 -2.44562
C3 -0.58642 1.53817 -0.53189
O3 -1.40669 1.99430 -1.17398
C4 1.29885 -0.99498 0.77326
O4 1.55573 -2.12176 0.90190
C5 -2.83018 -2.53267 -1.09628
H1 -2.53079 -3.13144 -0.18944
H2 -3.52236 -1.65026 -0.99370
C6 -2.07455 -2.62652 -2.20108
H3 -2.19300 -1.84436 -2.98970
H4 -1.19873 -3.32150 -2.18455
N1 4.66167 4.22405 2.08718
C7 3.70688 3.42425 1.67620
C8 3.13938 3.80298 0.40614
C9 2.17478 2.92850 -0.00155
N2 1.81356 1.98449 0.94847
C10 2.39306 1.58955 2.15376
C11 3.42885 2.35157 2.59847
H5 4.86051 4.97552 1.46116
H6 5.07869 3.95754 2.94542
H7 3.41134 4.71411 -0.15993
H8 1.62973 2.86744 -0.95804
H9 1.95511 0.69624 2.63566
H10 3.95861 2.18690 3.56091

3.
C42H65BClCsN8O7 as an isolated structure at a distorted geometry. Source: the Open Molecules 2025 dataset; level of theory: ωB97M-V/def2-TZVPD.

* HOMO energy: -2.94 eV
* total charge: -2
* relative energy (zero: lowest compared OMol25 entry of this formula, charge and spin): 1.7 kcal per mole

Geometry (Å):
Cs1 -0.06236 0.55236 -1.73576
C1 -1.47555 -5.29566 1.69508
C2 -2.29080 -4.01279 1.86008
C3 -3.75726 -4.29309 2.19522
C4 -1.64478 -3.10685 2.87015
C5 -1.01046 -3.38934 4.09574
C6 -0.46726 -2.18137 4.49870
C7 0.35024 -1.90801 5.72753
C8 -0.48079 -2.13927 6.99458
C9 1.60627 -2.78506 5.74354
N1 -0.77465 -1.24929 3.56834
N2 -1.49680 -1.82732 2.58169
B1 -0.12218 0.10850 3.12886
N3 -0.88256 1.38903 3.58946
N4 -0.99302 2.32193 2.61423
C10 -1.83810 3.24334 3.03972
C11 -2.30374 2.91416 4.32705
C12 -1.66890 1.72315 4.63532
C13 -1.83515 0.91363 5.89003
C14 -1.60851 1.78504 7.12973
C15 -3.23036 0.27936 5.92599
C16 -2.24029 4.34191 2.09918
C17 -2.80320 5.55927 2.82616
C18 -3.25792 3.78582 1.09259
N5 1.39871 0.12747 3.49317
N6 2.22974 -0.38820 2.55297
C19 3.46915 -0.08029 2.91009
C20 3.45602 0.66157 4.10390
C21 2.11878 0.76815 4.43565
C22 1.52717 1.47738 5.61874
C23 2.24766 1.08507 6.91194
C24 1.57928 2.99513 5.40820
C25 4.62005 -0.42881 2.01433
C26 5.86964 -0.78524 2.81715
C27 4.89766 0.74309 1.06232
H1 -1.88671 -5.91180 0.89103
H2 -0.44616 -5.04146 1.43708
H3 -1.46961 -5.88540 2.61689
H4 -2.25600 -3.47354 0.91014
H5 -3.86215 -4.71991 3.19687
H6 -4.31948 -3.35874 2.15148
H7 -4.18437 -4.99520 1.47234
H8 -0.93423 -4.33646 4.60712
H9 0.67666 -0.86679 5.69672
H10 -0.82456 -3.17507 7.02599
H11 0.11670 -1.94939 7.89119
H12 -1.35830 -1.49171 7.01296
H13 1.33304 -3.84179 5.75677
H14 2.20562 -2.59476 4.85220
H15 2.20854 -2.57236 6.63178
H16 -0.20739 0.12385 1.94798
H17 -3.00385 3.45366 4.94645
H18 -1.09785 0.10832 5.89030
H19 -2.38863 2.54481 7.20513
H20 -1.62961 1.18185 8.04186
H21 -0.64720 2.29807 7.07162
H22 -3.99339 1.05487 5.84070
H23 -3.35233 -0.41112 5.08982
H24 -3.39124 -0.26472 6.86192
H25 -1.34511 4.62968 1.54105
H26 -3.73244 5.30152 3.34118
H27 -2.09620 5.94159 3.56572
H28 -3.02003 6.35808 2.11355
H29 -4.18478 3.51268 1.60293
H30 -3.48283 4.52549 0.31854
H31 -2.85677 2.88835 0.62287
H32 4.29353 1.06787 4.64943
H33 0.47787 1.19192 5.71001
H34 3.27442 1.45616 6.90468
H35 1.73698 1.51203 7.77936
H36 2.28181 -0.00012 7.02457
H37 2.61462 3.31965 5.28514
H38 1.02330 3.26802 4.50969
H39 1.15054 3.52086 6.26663
H40 4.31094 -1.28554 1.40992
H41 6.18367 0.06240 3.43280
H42 5.67735 -1.63490 3.47538
H43 6.69182 -1.04208 2.14893
H44 5.24106 1.61790 1.62109
H45 5.66831 0.47485 0.33441
H46 3.98793 1.01285 0.52556
N7 -1.98963 3.39533 -4.24137
C28 -1.26738 4.39127 -3.43318
C29 0.24900 4.34516 -3.61302
C30 0.79211 2.91990 -3.35441
O1 1.03302 2.62283 -2.16374
O2 0.92401 2.18014 -4.35493
H47 -2.26324 2.60809 -3.66692
H48 -1.33959 3.00397 -4.91710
H49 -1.51295 4.25899 -2.37688
H50 -1.61937 5.38772 -3.73005
H51 0.71975 5.03673 -2.91124
H52 0.51120 4.63014 -4.63560
O3 -3.46617 -0.32906 0.79883
H53 -3.05976 -0.64713 -0.01390
H54 -2.80599 -0.59625 1.47428
O4 1.43473 -2.82309 0.37627
H55 0.63541 -2.58725 -0.12901
H56 1.47362 -2.11835 1.05140
O5 -4.10247 -2.29089 -1.58496
C31 -3.42453 -3.41750 -1.94052
C32 -4.03201 -4.66375 -2.02645
C33 -3.27511 -5.78131 -2.35641
C34 -1.91612 -5.66004 -2.59327
C35 -1.31651 -4.40700 -2.51522
C36 -2.06060 -3.28484 -2.20011
C37 -1.43094 -1.90205 -2.05598
O6 -1.62481 -1.08251 -2.97168
O7 -0.79078 -1.71667 -0.99455
H57 -4.97634 -2.51803 -1.25661
H58 -5.09657 -4.76292 -1.83483
H59 -3.75183 -6.75309 -2.41366
H60 -1.32839 -6.53644 -2.83817
H61 -0.25309 -4.28403 -2.68497
Cl1 5.93916 -2.90272 -1.73738
C38 4.75200 -2.03485 -2.66102
C39 5.16037 -1.19339 -3.68233
C40 4.18372 -0.54257 -4.41770
C41 2.84928 -0.78244 -4.11576
N8 2.47530 -1.59497 -3.13357
C42 3.39918 -2.19586 -2.39380
H62 6.21393 -1.05356 -3.88497
H63 4.45002 0.13541 -5.21709
H64 2.05383 -0.29313 -4.66702
H65 3.04364 -2.81468 -1.57392

4.
C29H24CoN2O7S as an isolated structure. Source: the Open Molecules 2025 dataset; level of theory: ωB97M-V/def2-TZVPD.

* multiplicity: 4
* ⟨S²⟩: 3.757
* HOMO energy (spin up / spin down): -1.80 / -1.84 eV
* total charge: -2

Geometry (Å):
Co1 -0.45551 -0.11018 1.58056
O1 -3.91726 1.20624 3.33641
C1 -2.79555 0.71608 3.19917
O2 -1.99518 0.96296 2.23402
C2 -2.27240 -0.18586 4.32859
C3 -0.84867 0.18502 4.78984
C4 -0.65690 -0.25418 6.24554
C5 -0.59903 -1.79403 6.07684
C6 -0.67390 -1.93278 4.54698
O3 -0.01165 -0.74888 4.09573
C7 -2.11017 -1.71901 4.05088
C8 -2.23546 -2.24811 2.61188
O4 -3.11823 -3.07520 2.38449
O5 -1.34325 -1.87283 1.77419
H1 -2.97708 -0.05460 5.15140
H2 -0.52874 1.19450 4.54337
H3 -1.46911 0.07975 6.89224
H4 0.28436 0.13545 6.63519
H5 -1.42191 -2.31341 6.57065
H6 0.33981 -2.20096 6.45568
H7 -0.17473 -2.80315 4.12594
H8 -2.82838 -2.28622 4.64340
O6 0.56837 -2.32357 -0.69155
C9 0.00529 -1.35376 -1.16081
N1 -0.30164 -1.24658 -2.52170
C10 -0.61436 0.12681 -2.83854
C11 -0.78069 0.71227 -1.40138
O7 -1.14292 1.85679 -1.21963
N2 -0.38115 -0.20880 -0.49783
C12 -1.90213 0.30135 -3.62105
C13 -2.29642 1.57526 -4.02599
C14 -3.48360 1.75613 -4.71468
C15 -4.29679 0.66789 -5.01023
C16 -3.91551 -0.59881 -4.59945
C17 -2.72508 -0.77989 -3.90428
C18 0.58364 0.78750 -3.51987
C19 0.70417 0.78533 -4.90597
C20 1.84666 1.27976 -5.52130
C21 2.88520 1.78566 -4.75354
C22 2.77180 1.79279 -3.36978
C23 1.63058 1.30069 -2.75541
H9 0.27148 -1.79613 -3.14102
H10 -1.67466 2.42359 -3.77346
H11 -3.78269 2.75430 -5.01095
H12 -5.22980 0.81207 -5.54189
H13 -4.54926 -1.45354 -4.80353
H14 -2.43468 -1.76109 -3.55365
H15 -0.10782 0.40028 -5.51124
H16 1.92187 1.26994 -6.60249
H17 3.77767 2.17371 -5.22981
H18 3.57468 2.18307 -2.75688
H19 1.55601 1.31468 -1.67430
S1 1.39522 1.29329 2.11626
C24 2.90771 0.65539 1.50511
C25 4.09831 1.36332 1.73416
C26 5.31607 0.91515 1.24912
C27 5.39675 -0.26276 0.51498
C28 4.22688 -0.97934 0.28686
C29 3.00645 -0.53501 0.77098
H20 4.04808 2.28367 2.30435
H21 6.21281 1.49455 1.44681
H22 6.34750 -0.61492 0.13214
H23 4.25381 -1.90493 -0.27770
H24 2.12114 -1.12669 0.57615

5.
A 2-piece molecular cluster, C4H11NO3 overall. Source: the Open Molecules 2025 dataset; level of theory: ωB97M-V/def2-TZVPD.

* structure (SMILES): C[C@@H](CO)NC=O.O
* HOMO energy: -10.30 eV
* relative energy (zero: lowest compared OMol25 entry of this formula, charge and spin): 29.0 kcal per mole

Geometry (Å):
C1 -0.32832 0.69444 1.63638
C2 0.30876 1.10006 0.31847
C3 1.56180 0.27493 0.04464
O1 2.62748 0.62558 0.92246
N1 -0.63448 1.08201 -0.79398
C4 -0.86624 0.11694 -1.70182
O2 -0.26193 -0.93287 -1.78711
H1 -0.79384 1.51347 2.16608
H2 0.42422 0.24901 2.29014
H3 -1.06404 -0.09180 1.46135
H4 0.64381 2.14239 0.40698
H5 1.33375 -0.76756 0.24662
H6 1.90824 0.32716 -0.98011
H7 2.37304 1.24021 1.62492
H8 -1.20088 1.91406 -0.85767
H9 -1.68091 0.40168 -2.38427
O3 -1.69156 -3.58355 -0.98396
H10 -1.47597 -3.32091 -0.08523
H11 -1.18294 -2.98527 -1.54389

6.
C33H44IMoNO2SbSe5 as an isolated structure. Source: the Open Molecules 2025 dataset; level of theory: ωB97M-V/def2-TZVPD.

* multiplicity: 3
* ⟨S²⟩: 2.096
* HOMO energy (spin up / spin down): -4.71 / -4.80 eV
* total charge: -1
* relative energy (zero: lowest compared OMol25 entry of this formula, charge and spin): 0.0 kcal per mole

Geometry (Å):
Mo1 0.65947 -1.54478 2.70430
C1 -3.98610 1.38163 -2.36234
C2 -4.37315 -0.07813 -2.08176
C3 -5.69035 -0.10768 -1.29496
C4 -4.60246 -0.77498 -3.42356
C5 -3.26727 -0.74511 -1.26628
C6 -2.92237 -0.23966 -0.02088
C7 -1.86803 -0.78269 0.68517
Se1 -1.31981 0.10431 2.30356
C8 -0.24192 1.45653 1.47909
C9 -0.83047 2.62043 1.01602
C10 -0.06651 3.55395 0.33762
C11 1.29503 3.27537 0.20561
C12 1.92887 2.13987 0.69155
C13 1.11742 1.15585 1.31048
O1 1.58322 -0.00398 1.71434
C14 3.44631 2.01024 0.47986
C15 4.13117 0.93797 1.33812
C16 4.13464 3.33980 0.83176
C17 3.70714 1.68240 -0.99729
C18 -0.64125 4.84141 -0.24808
C19 0.03861 6.05569 0.39949
C20 -0.39471 4.87009 -1.76326
C21 -2.14777 4.95204 -0.01109
C22 -1.10070 -1.86960 0.21846
O2 -0.03408 -2.27287 0.87086
C23 -1.51691 -2.46373 -0.99883
C24 -2.54884 -1.85173 -1.70731
C25 -0.82858 -3.68631 -1.63022
C26 -1.85963 -4.57456 -2.34867
C27 -0.11820 -4.60461 -0.62502
C28 0.20378 -3.18995 -2.65247
H1 -4.76915 1.88215 -2.93820
H2 -3.05408 1.42922 -2.92923
H3 -3.84022 1.93863 -1.43518
H4 -6.48534 0.38043 -1.86505
H5 -5.59580 0.40893 -0.33902
H6 -5.99212 -1.13655 -1.09059
H7 -5.39839 -0.26305 -3.96862
H8 -4.90425 -1.81553 -3.28805
H9 -3.70515 -0.75381 -4.04556
H10 -3.45098 0.60926 0.39921
H11 -1.88971 2.77044 1.17900
H12 1.90632 4.00605 -0.31042
H13 3.90335 1.06059 2.39745
H14 5.21307 1.02553 1.20381
H15 3.83247 -0.06580 1.05259
H16 3.94207 3.60273 1.87340
H17 3.80465 4.16856 0.20544
H18 5.21408 3.23840 0.69899
H19 3.23421 0.73494 -1.26581
H20 4.78127 1.59699 -1.18413
H21 3.30426 2.45665 -1.65396
H22 1.11650 6.04705 0.23053
H23 -0.13038 6.05890 1.47783
H24 -0.36171 6.98367 -0.01722
H25 0.67022 4.82494 -1.99612
H26 -0.79613 5.78985 -2.19693
H27 -0.87967 4.01911 -2.24567
H28 -2.38708 4.96052 1.05400
H29 -2.68685 4.12585 -0.47994
H30 -2.51873 5.88289 -0.44514
H31 -2.80491 -2.26862 -2.66990
H32 -2.62740 -4.90948 -1.64878
H33 -1.35788 -5.45663 -2.75248
H34 -2.35335 -4.07587 -3.18200
H35 -0.78140 -4.88815 0.19386
H36 0.75673 -4.13613 -0.18855
H37 0.19692 -5.51396 -1.14445
H38 -0.27073 -2.59400 -3.43554
H39 0.71412 -4.03543 -3.12300
H40 0.95324 -2.56414 -2.16209
Se2 -1.03210 -1.50581 7.79354
Sb1 0.49921 -2.35152 6.17955
Se3 -0.78872 -2.98824 3.97768
Se4 1.66387 -0.57272 4.79752
Se5 1.96917 -4.20874 6.57753
I1 5.15466 -5.41331 4.09261
C29 4.20028 -4.22016 2.68077
C30 4.65710 -4.16372 1.37459
C31 3.98618 -3.35747 0.47037
C32 2.88495 -2.64381 0.89773
N1 2.45706 -2.70095 2.16231
C33 3.09825 -3.46925 3.05264
H41 5.52170 -4.73868 1.07084
H42 4.31137 -3.28354 -0.55779
H43 2.30714 -2.00951 0.23912
H44 2.72127 -3.48491 4.07223

no.,DFT total energy (hartree)
1,-2139.7986
2,-1778.2987
3,-3109.5761
4,-3536.8867
5,-439.4797
6,-14102.6584